This record from the OMol25 dataset describes C21H35I2N2S as an isolated structure. The level of theory is the ωB97M-V functional and the def2-TZVPD basis.

Cartesian coordinates (Å):
C: 0.95639 5.71456 0.66821
H: -1.90714 -2.61396 -0.10343
H: -0.46513 5.01189 -1.70708
H: -1.10528 3.75369 0.37901
H: 0.00957 2.45712 -0.07431
H: -2.35815 -3.29782 2.21500
H: -3.22114 -1.17383 3.11734
H: 5.01939 -3.02357 1.25691
H: -6.04372 -2.32097 -1.18507
C: -2.89825 -3.00719 0.16005
C: 0.59158 7.90128 -0.59843
C: 1.35360 4.86934 -0.54245
H: 1.93958 5.47902 -1.23555
S: 4.27304 -5.19657 -3.37337
H: -0.93723 6.48765 -0.04331
H: -2.13763 -0.83767 1.76495
H: 0.42974 -2.56771 1.91078
H: 0.38745 -4.46891 0.21290
N: 2.13032 -4.83064 -1.66584
C: -5.38175 -2.85550 -0.50021
C: 5.85669 -2.53016 0.76022
C: 1.18414 -2.67492 1.14524
H: -0.24594 7.36602 1.30012
H: -3.68452 -2.64136 -1.80014
H: 6.73220 -2.52815 1.39800
C: 3.10313 -5.08085 -2.37038
H: 6.04916 -3.09288 -0.15601
C: 5.43680 -1.12658 0.37502
C: -0.62486 3.25805 -0.46531
N: 3.13715 -1.79613 0.14429
H: 2.02663 4.07289 -0.20029
H: 0.80329 7.47036 -1.57839
H: -4.99394 -4.93930 0.01484
H: -0.10640 8.72524 -0.74837
H: 1.86683 6.11613 1.12368
C: 2.16892 -3.75807 -0.74950
C: 0.19117 4.23664 -1.30548
C: -3.13319 -2.76637 1.65153
H: -1.41099 2.79848 -1.06598
C: 1.15703 -3.70989 0.21019
H: 3.92334 -2.74613 -1.50841
H: 0.50036 5.07326 1.42828
H: 1.51950 8.31793 -0.20174
C: -3.94929 -2.39706 -0.76668
C: -3.09424 -1.29113 2.04058
H: -2.84502 -4.08650 -0.01620
C: 3.13300 -2.77536 -0.77145
I: 3.54503 1.12892 -0.47011
H: -4.08474 -3.20314 1.96101
H: 2.24089 -0.95548 1.83093
H: -5.69139 -2.56884 0.50828
I: 7.00453 0.25923 0.32270
C: 4.17848 -0.79051 0.09345
C: 2.19568 -1.74695 1.09634
H: -6.63247 -4.62178 -0.53786
H: 0.59590 3.70211 -2.17007
C: 0.00484 6.86905 0.35999
H: -3.90785 -1.30634 -0.69846
C: -5.58671 -4.35555 -0.69164
H: -5.30985 -4.66051 -1.70285
H: -3.88850 -0.72459 1.55455

Atoms 1-6, force components in eV/Å:
-0.047 -0.076 0.062
-0.044 0.076 -0.062
0.019 0.018 0.003
0.016 -0.021 0.022
0.004 0.015 0.040
-0.056 -0.054 0.026

Calculated values
- LUMO: -4.594 eV
- Charge: +1
- Energy: -1923.980799 hartree
- Orbital gap: 7.81 eV

These are the Löwdin partial charges, in e, on atoms 1 to 4:
1 C -0.23
2 H 0.09
3 H 0.10
4 H 0.07

=====

This record from the OMol25 dataset describes C21H35IN10O5PdS2 as an isolated structure. The level of theory is the ωB97M-V functional and the def2-TZVPD basis.

Cartesian coordinates (Å):
C: -1.23784 -1.08072 -4.32464
N: 3.18012 0.68336 -2.42187
N: -2.64355 -2.60736 4.26027
H: -5.18155 1.54504 3.95260
C: 6.24916 -0.57608 -2.76363
H: 7.79782 -0.77157 -1.26690
N: -2.02143 -1.43401 0.90379
C: 0.13594 -0.82163 -4.06104
N: 2.40548 0.93145 -1.42929
H: 6.22599 -0.34044 -0.60480
C: -2.58546 -1.95748 2.98180
H: 1.28660 1.00398 1.95779
O: -3.70121 1.65960 6.01559
O: -1.35362 1.55325 0.37008
C: -4.60466 -0.38455 3.20669
N: -3.53251 -1.08182 2.49667
H: -3.87489 1.12861 0.62149
N: 0.73164 -1.18043 -2.95526
H: -4.00985 -1.06370 -2.87990
C: -4.29071 1.07128 3.54062
S: -3.02996 1.30647 4.78876
H: -1.68351 2.41720 3.25643
H: -4.83384 -0.95218 4.10098
H: -2.86062 3.50860 4.03100
H: -1.88646 -2.29904 -1.37307
H: 1.43224 0.76996 -4.63003
H: 7.45516 1.21800 -2.80655
H: 3.77636 -1.73830 -0.41990
H: 0.44565 2.92001 -0.91766
H: -4.92186 -0.23447 0.18051
C: -3.13640 -0.80567 1.22176
C: -1.98932 -1.59589 -3.31865
H: -0.37007 2.29757 5.38873
H: -3.78268 -1.86110 -4.44040
H: -3.72017 -2.80409 -2.94161
Pd: -0.12136 -0.06773 -0.72913
H: 6.54069 -2.00061 -1.13397
C: -3.46028 -1.84998 -3.40192
H: -3.96862 1.62660 2.66046
N: 3.83172 -0.44731 -2.11523
C: 0.98248 -0.11551 -5.08055
H: -0.25940 0.39030 2.26338
C: 4.81700 -1.03124 -3.01969
H: 5.76004 1.51256 -2.41557
C: 3.44551 -0.83726 -0.90586
H: 1.74004 2.66024 0.27584
H: 4.73188 -2.11304 -2.91569
C: 0.00897 -1.80714 -1.95209
H: 0.40658 0.17494 -5.95770
O: -1.65082 -3.21262 4.59830
H: -1.68358 -0.84360 -5.27881
H: -1.54363 3.34900 6.19336
N: 2.55094 0.00521 -0.45068
N: -1.38769 -1.85721 -2.13795
H: -5.48443 -0.39621 2.56393
C: -3.88517 0.08965 0.29753
C: -1.08259 3.10723 5.23706
N: 0.29035 1.16853 1.91918
H: -0.80415 -2.80289 2.01766
C: 0.67602 2.79847 0.13251
O: -3.71870 -2.65638 4.83155
C: -0.16385 1.69340 0.72479
C: 6.43252 0.91358 -3.03378
O: -2.13572 0.17126 4.76243
C: 6.72599 -0.94821 -1.36349
C: -2.13229 2.71429 4.20527
H: 6.22976 1.16027 -4.07743
H: -3.37742 0.06094 -0.66362
H: 6.84531 -1.13685 -3.49059
C: -1.67234 -2.16567 2.00338
I: 0.19606 4.68222 1.05030
S: 0.69242 -2.86383 -0.79528
H: 1.79830 -0.76944 -5.39139
H: 4.49736 -0.75680 -4.02360
H: -0.53786 3.97702 4.87671

Atoms 1-6, force components in eV/Å:
0.097 0.007 -0.103
-0.197 -0.198 0.125
-0.186 -0.750 -0.711
-0.004 0.025 -0.072
0.076 0.035 0.025
-0.020 0.015 0.000

Calculated values
- LUMO: 0.070 eV
- Energy: -2966.809107 hartree
- Relative energy (zero: lowest compared OMol25 entry of this formula, charge and spin): 1.470 eV
- Orbital gap: 7.18 eV

These are the Löwdin partial charges, in e, on atoms 1 to 4:
1 C 0.01
2 N 0.07
3 N -0.34
4 H 0.11

=====

This record from the OMol25 dataset describes a 7-piece molecular cluster, C21H36F2O21 overall. The level of theory is the ωB97M-V functional and the def2-TZVPD basis.

Cartesian coordinates (Å):
C: 3.36766 -3.39664 3.51225
H: -6.42910 8.33196 6.51175
F: -2.44335 2.26210 1.34808
H: 7.95299 3.08606 -7.70136
H: 3.53048 4.20236 6.40138
C: -1.66063 -8.11006 -6.38020
O: 3.19269 -3.28218 2.18202
C: -6.82212 7.66903 3.59444
H: 7.69804 4.90782 -7.69755
O: 3.95752 4.18760 -7.79247
O: 4.28342 -2.88870 4.16157
H: 3.78705 -1.43801 1.57469
O: 2.36086 -4.08173 4.07803
C: -6.48358 8.87510 5.56829
F: -3.36945 -6.15385 -0.27040
H: 2.57910 -4.55098 -6.49247
C: -3.15829 -7.56317 2.57471
C: 7.41824 3.94082 -8.11554
C: 0.32614 -6.78801 -5.78994
H: -1.67840 -5.69787 0.56490
O: 1.16366 4.23262 7.10570
H: -5.90571 9.79796 5.51844
C: 2.42366 -4.48092 5.46222
O: 2.11093 3.08481 5.41497
H: 4.40626 2.72018 -6.42473
H: 1.70131 -4.64492 -4.85796
C: -6.74016 6.54143 1.52259
H: 3.91564 -2.57005 0.33639
C: 3.67439 2.97504 -7.19123
C: -1.00328 2.39726 6.84454
H: 4.14731 3.78869 4.83476
H: -2.35972 -8.34687 -0.32994
H: -2.49313 -7.89850 -5.70919
H: 2.30757 -5.55980 5.56541
O: -3.03553 -6.37300 1.97127
O: 0.57955 -7.38980 -4.75305
O: -1.49239 -0.44662 -2.11879
C: 3.22393 3.99404 5.37633
H: -1.07762 3.37338 7.32387
C: 1.14462 3.35259 6.27581
O: -2.67593 -8.49260 1.70601
C: 4.05643 -2.48186 1.41365
O: -3.65507 -7.78812 3.64412
O: -6.01195 8.00680 4.55829
H: -7.82478 6.64336 1.48673
O: 0.27259 2.37592 6.13270
H: -2.62881 3.09495 -1.09112
H: -1.01156 -8.08961 0.64876
H: 7.69647 3.98490 -9.16853
O: -7.95516 8.07654 3.46966
H: -2.00251 -8.45536 -7.35590
O: -6.18604 6.84832 2.79233
H: 3.62314 2.13077 -7.87875
C: -1.57715 1.80401 0.41824
H: 1.61591 -3.98310 5.99866
C: 2.18505 -5.16653 -5.68380
C: -2.08093 -7.88128 0.61537
C: 5.15972 4.51427 -8.26048
O: 6.06434 3.67059 -7.90475
O: -1.93372 0.58493 -0.12213
C: -1.60180 0.52191 -1.41695
H: -0.58950 1.80820 0.87936
H: 2.71646 2.89766 -6.67694
H: -7.48253 9.29315 5.44418
H: -6.41683 7.24360 0.75414
O: -0.73690 -7.04587 -6.61011
H: 2.96478 4.97742 4.98403
H: -0.96837 1.60953 7.59711
H: 5.11657 -2.62241 1.62444
H: -1.12174 -9.01137 -6.08807
H: 2.93804 -5.86564 -5.31998
H: -0.92994 3.43526 -0.63001
H: -1.87022 2.19292 6.21625
H: 3.30800 -4.20443 6.03634
C: -2.50323 -6.39572 0.70895
O: 5.34888 5.56315 -8.90156
C: -1.65771 2.65711 -0.86014
O: -1.30899 1.80195 -1.89364
O: 1.12773 -5.86963 -6.35505
H: -6.56330 5.55713 1.08899

Atoms 1-6, force components in eV/Å:
1.719 1.426 1.708
0.209 0.361 0.004
-0.387 -0.490 0.106
0.011 0.345 0.302
0.005 -0.123 0.081
0.967 -1.286 -0.269

Calculated values
- Structure (SMILES): O=C1OC[C@@H](F)O1.O=C1OC[C@@H](F)O1.COC(=O)OC.COC(=O)OC.COC(=O)OC.COC(=O)OC.COC(=O)OC
- LUMO: 0.031 eV
- Energy: -2601.491135 hartree
- Relative energy (zero: lowest compared OMol25 entry of this formula, charge and spin): 1.633 eV
- Orbital gap: 10.79 eV

These are the Löwdin partial charges, in e, on atoms 1 to 4:
1 C -0.55
2 H 0.10
3 F 0.08
4 H 0.10

=====

This record from the OMol25 dataset describes C21H36LiO18 as an isolated structure. The level of theory is the ωB97M-V functional and the def2-TZVPD basis.

Cartesian coordinates (Å):
H: -14.08365 -20.42220 -8.75516
O: -11.45947 -19.25763 -12.07310
H: -9.88645 -23.07187 -14.31140
H: -14.68346 -20.38121 -10.32076
O: -6.59490 -17.69178 -12.42625
C: -13.19566 -18.86782 -9.97339
H: -14.53136 -17.68724 -13.83497
H: -8.23832 -23.08238 -14.76382
H: -13.48580 -16.25740 -14.27166
C: -10.17683 -18.83070 -16.58707
O: -7.33180 -20.76776 -10.00016
O: -12.56007 -17.71720 -13.25417
H: -12.59080 -21.29752 -12.73424
O: -12.21630 -23.20566 -11.95630
O: -9.81607 -20.12928 -16.71638
C: -12.37717 -18.47685 -12.19049
O: -9.47728 -22.16979 -16.04180
O: -13.28774 -18.31772 -11.28194
O: -10.67402 -23.92404 -10.70622
O: -9.13579 -19.43642 -10.48574
H: -8.61361 -24.42085 -10.74801
C: -9.58236 -24.53011 -15.91651
C: -4.50526 -22.58893 -13.64427
O: -10.34990 -20.69506 -14.53423
H: -8.85508 -25.26639 -15.57438
C: -13.78976 -16.96283 -13.49830
H: -3.54581 -20.75067 -14.29028
C: -9.37672 -23.93813 -10.13748
H: -14.05698 -16.34909 -12.63805
O: -5.72807 -22.64352 -12.90579
C: -4.26128 -21.10647 -13.54893
H: -14.95620 -22.59964 -13.74285
O: -7.64956 -21.18349 -12.92982
H: -9.93653 -18.42030 -15.60629
H: -14.48925 -23.58563 -12.34226
O: -8.63983 -18.27717 -13.38935
H: -5.52000 -15.94467 -12.58759
H: -9.62133 -18.25546 -17.32775
C: -13.73557 -20.33616 -9.78450
C: -11.00570 -22.89981 -11.57606
H: -14.95869 -21.97762 -12.09405
H: -5.27905 -20.85671 -9.66461
H: -12.14549 -18.95809 -9.69572
H: -10.57581 -24.94246 -15.74011
H: -5.12498 -16.43719 -14.92097
H: -13.17348 -21.21960 -10.08729
H: -3.93290 -20.74863 -12.57311
H: -13.72953 -18.26941 -9.23516
Li: -9.66993 -20.26335 -12.69866
C: -6.35902 -19.43693 -8.42721
H: -5.42616 -18.87377 -8.40042
H: -4.71070 -23.08049 -14.59519
C: -5.41139 -17.33337 -14.37057
C: -7.42239 -17.85411 -13.44865
C: -9.99012 -20.96390 -15.70311
C: -6.44439 -21.48295 -13.18018
H: -12.55476 -22.76828 -13.88111
C: -9.23943 -23.19558 -15.17983
O: -5.58028 -20.61232 -13.69395
C: -5.41159 -17.00214 -12.82864
H: -4.85084 -18.23241 -14.62672
O: -7.33749 -18.73522 -9.22787
H: -3.78965 -23.10438 -13.00370
O: -10.28949 -21.95199 -11.85830
H: -9.05295 -22.97546 -9.74184
H: -4.52134 -17.49200 -12.43418
H: -9.41708 -24.46893 -16.99217
O: -6.76778 -17.59125 -14.57628
C: -8.05485 -19.60321 -9.94866
C: -12.86813 -22.33288 -12.93226
C: -6.21765 -20.78786 -9.11472
H: -9.55974 -24.50006 -9.22160
C: -14.40885 -22.59978 -12.80024
H: -6.35375 -21.58647 -8.38548
H: -11.24482 -18.76784 -16.79573
H: -6.65441 -19.52376 -7.38160

Atoms 1-6, force components in eV/Å:
0.490 -0.149 0.184
0.180 0.157 -0.418
-0.099 -0.161 0.193
-0.144 -0.119 -0.272
-0.469 -0.060 1.320
1.262 -2.747 0.917

Calculated values
- LUMO: -1.958 eV
- Charge: +1
- Energy: -2183.532443 hartree
- Orbital gap: 10.83 eV

These are the Löwdin partial charges, in e, on atoms 1 to 4:
1 H 0.08
2 O 0.06
3 H 0.11
4 H 0.06

=====

Question: Which value of LUMO does entry 2 give?
Answer: 0.070 eV

=====

Question: Among the records above, which one has the highest energy?
Answer: C21H35I2N2S